102
Properties=species:S:1:pos:R:3:forces:R:3:lowdin_charge:R:1 method="wB97M-V/def2-TZVPD" multiplicity=2 total_charge=+3 lumo_energy_ev="-8.12 / -8.69" de_lowest_kcal_mol=0.0
Ru -0.7031 -2.1115 -0.2669 0.62 -0.58 -0.13 1.2866
C -1.8994 -4.2508 -4.7832 -0.01 0.01 0.04 -0.0016
N -0.7147 -4.2683 -3.9278 0.16 -0.06 -0.02 -0.0510
C 0.4883 -4.9499 -4.4426 -0.04 0.04 0.01 -0.0703
C 1.4988 -4.8082 -3.3039 -0.04 0.05 0.04 -0.0718
N 0.8664 -3.7831 -2.4679 -0.04 -0.17 0.09 -0.0808
C 1.5414 -3.1851 -1.3461 -0.10 0.17 -0.21 -0.0355
C -0.4107 -3.5453 -2.8434 0.04 0.11 0.00 -0.3271
N -1.1536 -2.6833 -2.1498 -0.34 -0.04 -0.03 -0.0758
C -2.5108 -2.2865 -2.5354 0.05 0.17 0.06 -0.2002
C -2.8504 -1.0327 -1.7502 0.04 -0.19 0.07 -0.1999
N -2.5403 -1.2677 -0.3244 -0.18 0.25 0.02 -0.0537
C -3.1688 -0.5528 0.6163 0.07 -0.02 -0.27 -0.3155
N -3.0662 -0.8186 1.9302 0.09 0.13 0.23 -0.0727
C -2.2268 -1.7966 2.5844 -0.15 -0.04 -0.03 -0.0265
C -3.6939 0.2291 2.7372 -0.02 -0.09 -0.04 -0.0832
C -4.5952 0.9015 1.7193 0.03 0.00 -0.04 -0.0869
N -3.9810 0.5201 0.4379 -0.10 0.09 0.14 -0.0583
C -4.6242 1.0920 -0.7426 0.01 -0.07 0.00 -0.0339
H -1.7741 -5.0473 -5.5122 -0.03 -0.02 0.02 0.1053
H -1.9970 -3.3142 -5.3309 0.01 0.00 -0.01 0.1021
H -2.8055 -4.4604 -4.2221 -0.01 0.05 0.03 0.0945
H 0.8256 -4.4587 -5.3566 0.00 0.00 -0.01 0.1407
H 0.2534 -5.9873 -4.6694 0.01 0.00 -0.01 0.1377
H 2.4708 -4.4692 -3.6570 0.01 -0.01 0.00 0.1368
H 1.6319 -5.7321 -2.7381 -0.02 -0.02 -0.02 0.1357
H 2.4315 -3.7726 -1.1234 0.00 0.01 0.06 0.1234
H 0.9620 -3.2526 -0.3971 0.08 -0.13 0.08 0.0329
H 1.8495 -2.1567 -1.5394 0.00 0.02 0.00 0.0956
H -3.2420 -3.0591 -2.2795 0.01 -0.05 -0.06 0.1088
H -2.5997 -2.0817 -3.5985 0.02 0.07 -0.04 0.1176
H -3.9070 -0.8299 -1.8894 0.00 0.00 -0.04 0.1090
H -2.2668 -0.1929 -2.1409 -0.03 0.01 -0.03 0.1136
H -2.4878 -2.8038 2.2675 0.01 -0.01 -0.03 0.0810
H -2.4242 -1.7304 3.6521 0.01 -0.01 0.01 0.1101
H -1.1639 -1.6020 2.4241 0.00 -0.01 -0.02 0.0502
H -2.9346 0.9038 3.1426 0.00 0.02 -0.03 0.1333
H -4.2488 -0.2180 3.5590 0.01 0.04 0.02 0.1374
H -4.6006 1.9854 1.8129 -0.02 0.01 0.01 0.1262
H -5.6252 0.5397 1.7673 0.01 -0.02 0.00 0.1419
H -5.0360 2.0514 -0.4363 -0.01 0.01 0.00 0.1050
H -5.4523 0.4778 -1.1013 0.00 0.01 0.00 0.1085
H -3.9224 1.2869 -1.5460 -0.06 -0.08 -0.01 0.0722
Cl 0.1049 -6.1581 3.4407 -0.01 0.00 -0.01 0.7861
C -0.8041 -5.6732 2.0742 0.01 -0.01 0.04 -0.6326
C -1.7912 -6.4836 1.5287 0.01 0.04 -0.01 -0.0226
C -2.4753 -6.0133 0.4213 -0.02 -0.05 0.01 0.0012
C -2.1678 -4.7724 -0.1037 0.00 0.06 0.05 -0.0888
N -1.2178 -3.9906 0.4298 -0.08 -0.09 0.06 -0.0966
C -0.5501 -4.4402 1.5044 0.12 0.03 -0.06 -0.1660
H -2.0098 -7.4489 1.9656 -0.01 0.00 -0.01 0.1356
H -3.2544 -6.6031 -0.0409 0.00 -0.01 0.01 0.1323
H -2.6925 -4.3853 -0.9583 -0.05 0.03 -0.05 0.0938
H 0.2139 -3.7961 1.9187 -0.01 -0.01 0.01 0.0918
C 1.8656 -1.3583 2.4845 -0.09 0.03 0.10 0.0192
C 1.4042 -0.5921 1.2817 0.13 0.25 0.17 -0.6166
O 2.2515 0.4521 1.0539 -0.09 -0.14 -0.04 -0.3934
N 0.3834 -0.7976 0.5728 -0.23 0.03 0.00 -0.1146
Te 1.6625 1.7257 -0.3194 0.04 0.19 -0.05 1.9858
C 3.4070 2.8901 -0.3953 0.01 -0.02 -0.05 -0.3466
C 3.1780 4.1703 -0.9133 0.01 0.00 0.03 -0.2974
C 1.8172 4.6581 -1.3396 -0.03 0.00 -0.06 -0.0546
C 4.2680 5.0204 -1.0450 -0.01 0.02 0.03 0.0164
C 5.5507 4.6256 -0.6890 -0.01 -0.03 0.01 -0.2239
C 6.7179 5.5576 -0.8132 0.00 0.03 -0.03 -0.0201
C 5.7344 3.3237 -0.2275 0.00 0.00 0.01 0.0166
C 4.6897 2.4226 -0.0808 0.02 0.03 -0.01 -0.2794
C 5.0077 1.0281 0.3871 0.02 -0.04 -0.02 -0.0447
C 0.4631 2.8366 0.9728 0.03 0.01 0.00 -0.3366
C 0.9813 3.4457 2.1228 0.00 0.03 -0.02 -0.2559
C 2.3997 3.3325 2.6141 0.00 0.02 0.02 -0.0237
C 0.1119 4.2466 2.8606 -0.01 -0.02 0.02 0.0172
C -1.2082 4.4570 2.4907 0.01 -0.01 -0.01 -0.2278
C -2.1093 5.3451 3.2950 -0.01 0.03 0.02 -0.0197
C -1.6842 3.8228 1.3407 -0.01 -0.05 0.01 0.0000
C -0.8722 3.0135 0.5680 0.01 0.00 -0.04 -0.3038
C -1.4290 2.3928 -0.6882 -0.01 0.01 0.03 -0.0832
H 2.0515 -0.6642 3.3043 0.01 0.00 -0.01 0.1052
H 2.8098 -1.8613 2.2710 0.00 -0.01 -0.04 0.1062
H 1.1217 -2.0820 2.8081 0.02 -0.02 -0.04 0.0595
H 1.2628 3.9130 -1.9295 0.01 -0.02 0.03 0.0583
H 1.9186 5.5228 -1.9928 0.00 0.00 0.00 0.1004
H 1.1956 4.9510 -0.4926 0.01 0.02 0.01 0.0886
H 4.1078 6.0141 -1.4464 0.00 0.00 0.00 0.1326
H 6.4402 6.4842 -1.3107 -0.01 0.00 0.01 0.0867
H 7.5256 5.0940 -1.3799 0.00 -0.01 0.02 0.0963
H 7.1112 5.8064 0.1737 0.01 -0.01 0.00 0.0993
H 6.7373 2.9899 0.0128 0.00 0.00 0.00 0.1356
H 6.0753 0.8467 0.2858 0.00 0.00 0.01 0.0931
H 4.4913 0.2660 -0.2001 -0.01 0.02 -0.01 0.0714
H 4.7408 0.8775 1.4335 0.00 0.02 0.00 0.0837
H 2.9549 2.5033 2.1895 -0.02 -0.05 0.00 0.0425
H 2.4006 3.2128 3.6973 0.00 0.03 0.00 0.1010
H 2.9473 4.2502 2.3893 0.01 -0.01 -0.02 0.1096
H 0.4937 4.7292 3.7531 -0.01 0.00 0.00 0.1364
H -1.5852 5.7956 4.1347 0.00 -0.01 0.00 0.0888
H -2.9581 4.7824 3.6874 0.00 0.00 0.00 0.0910
H -2.5120 6.1476 2.6756 0.00 -0.01 -0.01 0.0989
H -2.7114 3.9862 1.0323 0.00 0.01 0.00 0.1280
H -2.5107 2.5068 -0.7047 0.13 0.08 0.00 0.0585
H -1.2060 1.3225 -0.7434 -0.01 0.00 0.02 0.0307
H -1.0420 2.8728 -1.5908 0.03 0.02 0.00 0.0888

---

111
Properties=species:S:1:pos:R:3:forces:R:3:lowdin_charge:R:1 method="wB97M-V/def2-TZVPD" multiplicity=2 lumo_energy_ev="0.42 / 0.42" de_lowest_kcal_mol=0.0
V 0.6211 0.5382 0.7111 -1.18 0.25 -1.08 0.7726
C 3.8926 0.1412 3.8008 -0.05 -0.06 -0.08 -0.0736
C 2.7060 0.4792 2.8839 0.05 -0.16 -0.10 -0.5431
O 1.8879 1.5013 3.4812 0.03 0.10 0.07 -0.0895
P 1.5600 -0.9890 2.8805 -0.02 0.59 0.14 0.5323
O 1.4966 -1.2333 4.4619 -0.31 -0.30 -0.10 -0.1001
O 2.2732 -2.2865 2.3993 0.47 -0.09 -0.28 -0.0925
O 0.1562 -0.6978 2.3914 0.87 0.16 -0.11 -0.3356
P 3.4001 1.3534 1.3653 -0.17 0.13 0.14 0.3748
O 4.5005 0.3055 0.8457 0.07 -0.01 -0.20 -0.1064
O 4.0410 2.5590 1.9559 -0.10 -0.02 -0.10 -0.2930
O 2.3493 1.5677 0.2773 0.08 -0.38 0.82 -0.3575
H 3.5281 0.0182 4.8181 0.03 0.00 0.01 0.0808
H 4.6128 0.9575 3.7643 0.00 0.02 0.03 0.0793
H 4.3819 -0.7786 3.4825 0.03 -0.01 -0.02 0.0854
H 2.4356 2.3047 3.4247 -0.07 -0.01 0.00 0.0885
H 0.5829 -1.3798 4.7366 0.03 0.03 0.03 0.0951
H 2.6301 -2.3467 1.4646 -0.33 0.12 0.24 0.0789
H 5.3803 0.6968 0.9144 -0.02 -0.04 0.01 0.0956
O 3.3299 -2.4786 -0.2860 -0.03 -0.07 0.12 -0.0042
C 2.6887 -1.4595 -0.6080 -0.38 0.41 -0.38 -0.6170
O 1.7103 -1.0301 0.0629 0.32 -0.70 0.21 -0.2334
C 3.0273 -0.6650 -1.8516 -0.02 -0.17 0.19 -0.1601
C 4.3296 -0.7517 -2.3135 0.14 0.07 -0.06 -0.0186
C 4.7531 0.0023 -3.3988 0.01 -0.09 0.11 -0.0684
C 3.8548 0.8466 -4.0215 -0.10 0.06 -0.02 -0.0721
C 2.5371 0.9129 -3.5820 0.03 0.10 -0.05 -0.0675
C 2.0926 0.1605 -2.5042 -0.16 -0.14 0.06 -0.2534
P 0.2810 0.1235 -2.0408 0.84 0.03 0.02 1.1528
C -0.4389 1.5208 -2.9774 -0.01 -0.06 -0.04 -0.3643
C -0.8918 2.5921 -2.2139 -0.02 0.03 0.11 -0.1057
C -1.4642 3.7053 -2.8170 0.00 -0.01 0.01 -0.0814
C -1.5948 3.7534 -4.1952 0.01 -0.02 -0.02 -0.0816
C -1.1543 2.6850 -4.9694 -0.02 0.05 0.03 -0.0730
C -0.5854 1.5770 -4.3649 0.00 -0.04 0.00 -0.1056
C -0.2049 -1.3409 -3.0554 -0.22 0.14 0.18 -0.3365
C 0.6202 -2.4533 -3.1769 0.07 -0.04 -0.02 -0.0915
C 0.2064 -3.5703 -3.8867 0.00 0.03 0.01 -0.0769
C -1.0444 -3.5997 -4.4801 -0.03 0.00 -0.01 -0.0854
C -1.8865 -2.5046 -4.3523 0.05 -0.01 0.03 -0.0763
C -1.4706 -1.3904 -3.6405 -0.07 0.01 0.00 -0.1173
H 5.0102 -1.4073 -1.7860 -0.01 -0.01 -0.01 0.1199
H 5.7761 -0.0632 -3.7449 0.02 -0.01 0.00 0.1022
H 4.1680 1.4528 -4.8614 0.00 0.03 -0.01 0.1024
H 1.8547 1.5799 -4.0900 0.02 -0.02 -0.03 0.0879
H -0.8009 2.5426 -1.1318 0.01 0.00 -0.04 0.0723
H -1.8152 4.5292 -2.2077 0.00 0.01 0.01 0.1009
H -2.0439 4.6164 -4.6692 -0.01 0.01 -0.01 0.1022
H -1.2573 2.7172 -6.0461 -0.01 0.00 -0.02 0.1046
H -0.2559 0.7441 -4.9734 0.01 -0.02 0.00 0.1142
H 1.5999 -2.4677 -2.7221 0.01 0.01 -0.01 0.0963
H 0.8696 -4.4211 -3.9665 0.01 -0.03 0.01 0.1056
H -1.3649 -4.4710 -5.0359 -0.01 -0.02 -0.01 0.1006
H -2.8681 -2.5130 -4.8072 -0.03 -0.01 0.00 0.1024
H -2.1468 -0.5500 -3.5482 0.02 0.02 -0.03 0.0967
C -1.4669 2.1976 3.7780 -0.04 -0.04 -0.06 -0.0287
N -1.1929 3.4080 3.0241 -0.19 0.14 0.08 -0.0641
C -1.7283 4.6481 3.5660 0.11 -0.03 -0.01 -0.1528
C -0.8632 5.8236 3.1556 -0.06 -0.02 -0.05 -0.1470
C -0.7121 5.7873 1.6462 0.06 -0.08 0.07 -0.1503
N -0.1779 4.5002 1.2217 -0.12 0.11 0.05 -0.0608
C 0.8551 4.5173 0.1936 -0.09 -0.09 -0.06 -0.0107
C -0.5291 3.3475 1.8445 0.26 -0.26 0.00 -0.4344
O -0.2355 2.2401 1.3626 0.04 0.35 -0.04 -0.0982
H -0.9888 2.2687 4.7568 -0.01 -0.01 0.02 0.0998
H -1.0665 1.3306 3.2588 0.00 0.10 0.03 0.0592
H -2.5449 2.0743 3.9177 0.00 -0.02 0.01 0.0922
H -1.7719 4.5426 4.6506 0.04 0.04 0.00 0.1237
H -2.7552 4.7980 3.2110 -0.02 -0.01 0.04 0.1290
H 0.1182 5.7496 3.6276 0.00 0.00 0.00 0.1257
H -1.3296 6.7576 3.4688 0.01 0.01 0.01 0.1182
H -0.0275 6.5577 1.2931 0.00 0.01 0.04 0.1225
H -1.6837 5.9672 1.1712 0.02 0.03 -0.03 0.1275
H 1.6854 5.1386 0.5358 0.02 0.00 -0.02 0.1018
H 0.4617 4.9281 -0.7386 0.01 -0.01 -0.01 0.0855
H 1.2333 3.5141 0.0190 0.00 0.04 0.02 0.0629
C -2.6270 -0.4864 -0.7062 -0.05 -0.01 -0.03 -0.2038
C -4.0596 -1.0702 -0.7154 -0.03 0.05 0.02 -0.1440
N -4.8268 -0.5166 0.4043 -0.05 0.01 -0.02 -0.1567
C -4.2301 -0.9939 1.6539 0.02 0.01 0.01 -0.1492
C -2.7052 -0.7273 1.6534 -0.09 0.06 0.06 -0.1663
N -2.3689 0.2044 0.5640 0.37 -0.30 0.03 -0.1431
C -3.2465 1.3713 0.6370 -0.03 0.07 0.07 -0.1508
C -4.7145 0.9422 0.3679 0.06 -0.03 0.01 -0.1532
H -2.4995 0.2483 -1.5061 0.00 -0.02 0.02 0.0895
H -1.8813 -1.2704 -0.8339 -0.03 0.05 -0.03 0.0259
H -4.0385 -2.1564 -0.6100 0.00 -0.01 -0.01 0.1168
H -4.5808 -0.8332 -1.6460 0.01 -0.02 -0.01 0.1142
H -4.4449 -2.0586 1.7635 0.01 -0.01 0.00 0.1145
H -4.7258 -0.4694 2.4747 -0.01 -0.02 0.03 0.1122
H -2.1317 -1.6392 1.4884 -0.01 0.00 0.05 0.0630
H -2.3710 -0.3005 2.6012 -0.03 -0.04 -0.06 0.0929
H -2.9066 2.1115 -0.0922 0.00 0.02 0.01 0.1056
H -3.1402 1.8093 1.6329 0.01 0.01 -0.04 0.1003
H -5.0494 1.2797 -0.6154 -0.01 0.01 0.00 0.1145
H -5.3921 1.3635 1.1138 -0.01 0.02 0.00 0.1108
C -1.2335 -6.2582 1.4140 -0.02 -0.01 -0.03 -0.0645
N 0.0457 -5.9098 0.8586 -0.11 -0.05 0.11 -0.1737
C 1.1300 -6.8700 0.7954 0.06 -0.02 0.01 -0.1245
C 2.2753 -6.0343 0.2105 0.02 -0.02 0.00 -0.1316
N 1.5697 -4.8874 -0.3490 -0.01 0.00 0.08 0.0326
C 0.3135 -4.7885 0.1614 -0.21 0.28 -0.06 -0.7920
S -0.7114 -3.4819 -0.0615 0.10 -0.33 0.10 0.7197
H -1.1139 -6.5831 2.4494 -0.01 -0.01 0.01 0.0885
H -1.7029 -7.0650 0.8431 -0.01 -0.01 0.00 0.0911
H -1.8721 -5.3787 1.3789 0.01 -0.01 0.00 0.0423
H 0.8633 -7.7144 0.1500 -0.01 0.02 -0.01 0.1214
H 1.3565 -7.2589 1.7900 0.01 -0.03 -0.02 0.1200
H 2.8210 -6.5712 -0.5643 0.02 0.00 0.04 0.1127
H 2.9832 -5.7204 0.9816 -0.02 0.01 0.01 0.1203
H 2.0785 -4.0182 -0.4483 0.14 0.16 -0.18 0.0808